--- a ---
The following is a quantum chemistry calculation of a cluster of 2 separate species, C2H4N3O in total, from the Open Molecules 2025 dataset.

Output
- HOMO level: -13.62 eV

Structure (ORCA input):
```
! RIJCOSX wB97M-V def2-TZVPD def2/J DEFGRID3
* xyz 1 1
C -2.56 0.78 -0.03
C 1.70 -0.91 -0.01
N 4.70 0.47 -0.27
N 2.71 -0.30 0.03
N 3.71 0.36 0.42
O -1.53 0.16 -0.14
H -2.60 1.76 0.15
H -3.55 0.26 -0.21
H 0.69 -1.20 0.16
H 5.58 0.97 -0.01
*
```

=====

--- b ---
The following is a quantum chemistry calculation of the ion C2H4N3O with charge +1, from the Open Molecules 2025 dataset.

Output
- HOMO level: -13.61 eV
- SMILES: O=NN[C@@H]1C=[NH+]1

Structure (ORCA input):
```
! RIJCOSX wB97M-V def2-TZVPD def2/J DEFGRID3
* xyz 1 1
C 1.49 0.61 -0.02
C 0.28 -0.03 0.46
N -2.03 0.37 0.46
N 1.38 -0.65 -0.16
N -0.98 0.00 -0.21
O -3.10 0.46 -0.06
H 2.17 1.30 -0.50
H 0.28 -0.05 1.58
H 1.65 -1.64 -0.39
H -1.15 -0.39 -1.16
*
```

=====

Most stable of them? b.

=====

--- a ---
The following is a quantum chemistry calculation of a cluster of 4 separate species, C3H14O3S in total, from the Open Molecules 2025 dataset.

Output
- HOMO level: -8.50 eV
- SMILES: CCSC.O.O.O

Structure (ORCA input):
```
! RIJCOSX wB97M-V def2-TZVPD def2/J DEFGRID3
* xyz 0 1
C -1.73 0.86 -2.23
C -2.56 0.13 -1.11
S -1.60 -0.19 0.46
C -1.10 1.57 0.85
H -2.12 1.87 -2.34
H -0.75 1.00 -1.79
H -1.76 0.24 -3.12
H -3.38 0.72 -0.71
H -2.72 -0.87 -1.48
H -0.91 2.10 -0.08
H -0.13 1.51 1.34
H -1.92 1.94 1.44
H -1.47 -2.74 -1.00
H -1.97 -3.44 -2.32
O -1.29 -2.85 -1.95
H 5.91 -2.75 1.43
H 6.62 -1.54 1.86
O 5.81 -2.01 2.06
H 2.41 1.36 2.13
H 2.23 1.24 3.64
O 2.42 1.85 2.93
*
```

=====

--- b ---
The following is a quantum chemistry calculation of a cluster of 4 separate species, C3H14O3S in total, from the Open Molecules 2025 dataset.

Output
- HOMO level: -9.20 eV
- SMILES: CCCS.O.O.O

Structure (ORCA input):
```
! RIJCOSX wB97M-V def2-TZVPD def2/J DEFGRID3
* xyz 0 1
C -2.91 -0.62 -0.77
C -1.82 -0.57 -1.88
C -1.07 -1.84 -1.96
S 0.75 -1.64 -2.75
H -3.20 0.49 -0.58
H -2.43 -0.93 0.20
H -3.85 -1.08 -1.02
H -2.32 -0.41 -2.88
H -1.13 0.24 -1.79
H -1.53 -2.51 -2.64
H -0.80 -2.31 -1.09
H 0.36 -2.05 -3.97
H 4.81 -0.27 4.95
H 4.04 0.61 3.88
O 4.84 0.12 4.07
H -0.01 0.95 -0.36
H 1.50 0.65 -0.14
O 0.88 1.32 -0.29
H 1.54 3.95 3.36
H 0.72 2.92 2.64
O 1.61 2.98 3.01
*
```

=====

Most stable of them? a.

=====

--- a ---
The following is a quantum chemistry calculation of a structure of composition C28H35N4O4ReSSb2, from the Open Molecules 2025 dataset.

Output
- HOMO level (spin up / spin down): -14.47 / -14.47 eV
- ⟨S²⟩: 0.790

Structure (ORCA input):
```
! RIJCOSX wB97M-V def2-TZVPD def2/J DEFGRID3
* xyz 3 2
Re 0.01 -0.23 -0.12
C -3.78 1.13 1.74
C -2.42 0.63 1.40
N -2.07 0.14 0.24
N -2.97 -0.19 -0.74
C -2.68 -1.26 -1.50
N -3.57 -1.76 -2.35
S -1.13 -1.98 -1.37
C -1.37 0.56 2.40
C -1.54 1.00 3.71
C -0.52 0.84 4.63
C 0.66 0.23 4.21
C 0.75 -0.19 2.90
N -0.22 -0.03 2.00
H -4.39 1.36 0.86
H -3.70 2.04 2.33
H -4.32 0.39 2.34
H -3.91 0.20 -0.73
H -4.52 -1.43 -2.41
H -3.32 -2.55 -2.93
H -2.46 1.45 4.02
H -0.63 1.20 5.64
H 1.48 0.08 4.89
H 1.67 -0.66 2.56
C 3.06 1.45 -2.20
Sb 1.14 0.54 -2.51
C 0.34 1.99 -3.87
C 1.63 -1.14 -3.88
C 3.08 -1.38 -3.85
C 3.87 -0.85 -4.87
C 5.25 -0.98 -4.85
C 5.87 -1.61 -3.76
C 5.10 -2.14 -2.75
C 3.70 -2.07 -2.78
C 2.92 -2.78 -1.74
Sb 2.26 -1.63 0.03
C 4.11 -0.82 0.79
C 1.90 -3.33 1.26
H 3.69 1.23 -3.05
H 3.52 1.08 -1.29
H 2.91 2.52 -2.12
H 1.06 2.07 -4.68
H 0.26 2.95 -3.37
H -0.62 1.68 -4.27
H 1.30 -0.81 -4.86
H 1.03 -2.00 -3.57
H 3.39 -0.37 -5.71
H 5.84 -0.59 -5.66
H 6.94 -1.69 -3.73
H 5.58 -2.67 -1.94
H 3.54 -3.55 -1.27
H 2.01 -3.24 -2.13
H 4.57 -1.59 1.40
H 3.93 0.06 1.39
H 4.77 -0.58 -0.03
H 2.67 -4.07 1.06
H 0.92 -3.76 1.02
H 1.92 -3.07 2.32
O 0.10 2.78 1.94
C -0.13 2.80 0.74
O 0.34 1.92 -0.10
C -1.04 3.82 0.12
C -1.56 3.57 -1.15
C -2.46 4.41 -1.77
C -2.86 5.52 -1.04
O -3.75 6.46 -1.35
C -3.82 7.35 -0.26
O -2.94 6.88 0.73
C -2.35 5.77 0.26
C -1.44 4.93 0.86
H -1.22 2.67 -1.66
H -2.84 4.24 -2.76
H -4.85 7.39 0.12
H -3.53 8.37 -0.58
H -1.05 5.11 1.85
*
```

=====

--- b ---
The following is a quantum chemistry calculation of a structure of composition C28H35N4O4ReSSb2, from the Open Molecules 2025 dataset.

Output
- HOMO level (spin up / spin down): -14.88 / -14.87 eV
- ⟨S²⟩: 0.770

Structure (ORCA input):
```
! RIJCOSX wB97M-V def2-TZVPD def2/J DEFGRID3
* xyz 3 2
Re -0.55 -0.89 1.00
C -4.47 -1.86 2.90
C -3.30 -1.72 2.01
N -2.37 -0.82 2.11
N -2.26 -0.08 3.29
C -1.14 -0.32 4.00
N -1.00 0.20 5.20
S 0.09 -1.31 3.29
C -3.00 -2.72 0.98
C -3.90 -3.70 0.60
C -3.48 -4.71 -0.27
C -2.17 -4.70 -0.70
C -1.32 -3.69 -0.28
N -1.71 -2.70 0.54
H -4.57 -1.06 3.63
H -4.42 -2.82 3.43
H -5.39 -1.88 2.30
H -3.03 0.50 3.59
H -1.72 0.73 5.67
H -0.13 0.05 5.70
H -4.91 -3.68 0.97
H -4.17 -5.48 -0.58
H -1.79 -5.47 -1.36
H -0.29 -3.66 -0.62
C -3.23 -1.03 -2.08
Sb -1.27 -0.34 -1.63
C -1.37 1.71 -2.12
C -0.11 -1.22 -3.20
C 1.24 -0.59 -3.34
C 1.36 0.53 -4.17
C 2.58 1.17 -4.33
C 3.70 0.68 -3.68
C 3.59 -0.44 -2.87
C 2.37 -1.08 -2.69
C 2.33 -2.30 -1.81
Sb 1.88 -1.88 0.24
C 3.43 -0.62 0.93
C 2.26 -3.73 1.20
H -3.47 -0.74 -3.10
H -3.95 -0.58 -1.41
H -3.28 -2.12 -2.01
H -2.14 1.85 -2.88
H -0.40 2.02 -2.50
H -1.62 2.30 -1.24
H -0.72 -1.07 -4.09
H -0.08 -2.29 -3.01
H 0.50 0.89 -4.71
H 2.66 2.02 -4.99
H 4.66 1.16 -3.81
H 4.48 -0.84 -2.39
H 3.32 -2.76 -1.75
H 1.63 -3.06 -2.15
H 4.29 -1.24 1.17
H 3.10 -0.08 1.82
H 3.67 0.08 0.14
H 3.26 -4.06 0.93
H 1.55 -4.49 0.89
H 2.21 -3.60 2.28
O 0.05 0.84 1.02
C 0.89 1.68 0.22
O 1.42 1.15 -0.72
C 0.99 3.04 0.68
C 0.27 3.50 1.79
C 0.37 4.82 2.21
C 1.20 5.64 1.48
O 1.46 6.93 1.69
C 2.40 7.35 0.68
O 2.65 6.20 -0.14
C 1.92 5.18 0.37
C 1.84 3.89 -0.06
H -0.37 2.81 2.33
H -0.18 5.19 3.07
H 3.32 7.67 1.16
H 1.94 8.13 0.08
H 2.39 3.53 -0.92
*
```

=====

Most stable of them? b.

=====

--- a ---
The following is a quantum chemistry calculation of a cluster of 2 separate species, C4H4O3 in total, from the Open Molecules 2025 dataset.

Output
- HOMO level: -9.39 eV

Structure (ORCA input):
```
! RIJCOSX wB97M-V def2-TZVPD def2/J DEFGRID3
* xyz 0 1
O -1.98 0.66 0.62
C -0.86 1.05 0.09
C 0.14 0.13 -0.06
C -0.09 -1.25 0.34
O -1.07 -1.72 -0.21
C 1.43 0.42 -0.65
O 1.82 1.56 -0.78
H -0.62 2.10 -0.11
H 0.76 -1.94 0.57
H -1.58 -0.55 1.12
H 2.05 -0.46 -0.95
*
```

=====

--- b ---
The following is a quantum chemistry calculation of the molecule C4H4O3, from the Open Molecules 2025 dataset.

Output
- HOMO level: -9.73 eV
- SMILES: O=CC1(C=O)CO1

Structure (ORCA input):
```
! RIJCOSX wB97M-V def2-TZVPD def2/J DEFGRID3
* xyz 0 1
O -0.62 1.96 0.69
C -0.87 1.15 -0.16
C -0.11 -0.15 -0.11
C -0.38 -1.34 0.72
O -0.51 -1.36 -0.70
C 1.28 0.39 -0.46
O 1.73 1.40 0.02
H -1.40 1.41 -1.10
H 0.44 -1.93 1.13
H -1.32 -1.42 1.27
H 1.78 -0.11 -1.30
*
```

=====

Most stable of them? b.

=====

--- a ---
The following is a quantum chemistry calculation of a structure of composition C38H29BrClN5O3V, from the Open Molecules 2025 dataset.

Output
- HOMO level (spin up / spin down): -2.03 / -4.70 eV
- ⟨S²⟩: 2.058

Structure (ORCA input):
```
! RIJCOSX wB97M-V def2-TZVPD def2/J DEFGRID3
* xyz -1 3
V -0.37 0.40 0.27
O 0.82 -4.34 1.51
C 0.18 -4.00 2.68
C 0.06 -4.90 3.74
C -0.61 -4.51 4.89
C -1.16 -3.24 4.98
C -1.02 -2.35 3.91
C -0.35 -2.72 2.76
C -0.20 -1.74 1.62
O -0.67 -0.51 1.92
N -1.00 -2.29 0.46
N -1.52 -1.36 -0.38
C -1.91 -1.75 -1.54
C -2.57 -0.91 -2.53
Br -3.62 0.52 -1.90
C -2.57 -1.18 -3.85
C -1.71 -2.13 -4.59
C -2.11 -2.48 -5.88
C -1.36 -3.35 -6.65
C -0.18 -3.88 -6.15
C 0.25 -3.51 -4.88
C -0.51 -2.64 -4.11
H 1.18 -5.23 1.59
H 0.49 -5.89 3.66
H -0.70 -5.20 5.71
H -1.68 -2.93 5.87
H -1.42 -1.35 3.95
H 0.87 -1.72 1.32
H -0.58 -3.10 0.00
H -1.76 -2.80 -1.83
H -3.26 -0.62 -4.47
H -3.03 -2.07 -6.28
H -1.69 -3.61 -7.65
H 0.42 -4.55 -6.75
H 1.19 -3.88 -4.49
H -0.12 -2.32 -3.15
Cl 4.36 2.93 -4.70
C 3.19 2.06 -3.70
C 2.40 1.10 -4.30
C 1.47 0.43 -3.49
C 1.35 0.70 -2.14
O 0.43 0.05 -1.43
C 2.18 1.69 -1.52
C 2.14 1.99 -0.15
N 1.35 1.40 0.78
C 1.39 1.97 2.04
C 1.15 3.32 2.23
C 1.09 3.89 3.52
C 1.27 3.12 4.63
C 1.57 1.75 4.48
C 1.81 0.91 5.60
C 2.17 -0.39 5.40
C 2.32 -0.85 4.07
N 2.08 -0.12 3.02
C 1.67 1.17 3.20
C 3.10 2.37 -2.36
H 2.49 0.88 -5.35
H 0.81 -0.31 -3.92
H 2.85 2.73 0.21
H 0.94 3.92 1.36
H 0.87 4.95 3.61
H 1.20 3.54 5.63
H 1.72 1.32 6.60
H 2.36 -1.06 6.23
H 2.65 -1.87 3.89
H 3.74 3.13 -1.94
N -1.31 1.75 0.19
C -1.73 3.02 -0.13
C -1.27 3.65 -1.28
C -1.71 4.93 -1.59
C -2.60 5.60 -0.77
C -3.06 4.96 0.38
C -2.63 3.69 0.70
H -0.57 3.13 -1.92
H -1.34 5.41 -2.49
H -2.94 6.59 -1.01
H -3.76 5.47 1.04
H -2.98 3.19 1.60
*
```

=====

--- b ---
The following is a quantum chemistry calculation of a structure of composition C38H29BrClN5O3V, from the Open Molecules 2025 dataset.

Output
- HOMO level (spin up / spin down): -2.29 / -4.89 eV
- ⟨S²⟩: 2.081

Structure (ORCA input):
```
! RIJCOSX wB97M-V def2-TZVPD def2/J DEFGRID3
* xyz -1 3
V -0.32 -0.79 -1.02
O -3.77 -0.08 1.45
C -3.84 -1.26 2.13
C -5.06 -1.74 2.61
C -5.10 -2.90 3.36
C -3.94 -3.59 3.64
C -2.73 -3.11 3.14
C -2.66 -1.96 2.37
C -1.33 -1.49 1.80
O -1.39 -1.42 0.44
N -0.96 -0.23 2.45
N 0.35 0.05 2.39
C 0.71 1.28 2.40
C 2.10 1.69 2.36
Br 3.35 0.33 1.90
C 2.56 2.93 2.52
C 1.78 4.12 2.88
C 2.12 5.35 2.32
C 1.40 6.50 2.61
C 0.33 6.44 3.50
C 0.00 5.23 4.09
C 0.72 4.09 3.79
H -4.66 0.28 1.33
H -5.97 -1.18 2.40
H -6.06 -3.26 3.73
H -3.96 -4.50 4.23
H -1.81 -3.65 3.33
H -0.55 -2.20 2.14
H -1.58 0.53 2.16
H -0.03 2.07 2.39
H 3.61 3.11 2.32
H 2.95 5.39 1.62
H 1.68 7.44 2.15
H -0.24 7.34 3.73
H -0.82 5.18 4.79
H 0.47 3.16 4.29
Cl 1.32 6.19 -2.69
C 0.74 4.66 -2.07
C 0.24 4.59 -0.77
C -0.21 3.39 -0.28
C -0.17 2.20 -1.04
O -0.62 1.09 -0.51
C 0.32 2.30 -2.37
C 0.32 1.19 -3.29
N -0.02 -0.02 -3.00
C -0.04 -1.05 -3.95
C 0.56 -1.00 -5.22
C 0.45 -2.09 -6.06
C -0.24 -3.23 -5.68
C -0.83 -3.32 -4.40
C -1.55 -4.44 -3.93
C -2.08 -4.42 -2.63
C -1.88 -3.33 -1.83
N -1.20 -2.23 -2.25
C -0.70 -2.21 -3.52
C 0.78 3.54 -2.85
H 0.19 5.48 -0.16
H -0.61 3.33 0.72
H 0.60 1.43 -4.32
H 1.12 -0.13 -5.54
H 0.93 -2.06 -7.04
H -0.32 -4.08 -6.35
H -1.68 -5.30 -4.57
H -2.63 -5.27 -2.25
H -2.23 -3.27 -0.81
H 1.15 3.60 -3.87
N 1.20 -1.42 -0.81
C 2.30 -2.16 -0.46
C 2.18 -3.28 0.37
C 3.30 -4.01 0.74
C 4.56 -3.65 0.28
C 4.69 -2.55 -0.56
C 3.58 -1.81 -0.92
H 1.19 -3.55 0.72
H 3.18 -4.87 1.39
H 5.43 -4.22 0.57
H 5.67 -2.26 -0.92
H 3.67 -0.94 -1.57
*
```

=====

Most stable of them? b.

=====

--- a ---
The following is a quantum chemistry calculation of a cluster of 2 separate species, H4N2O2S in total, from the Open Molecules 2025 dataset.

Output
- HOMO level (spin up / spin down): -9.67 / -9.68 eV

Structure (ORCA input):
```
! RIJCOSX wB97M-V def2-TZVPD def2/J DEFGRID3
* xyz 0 1
N 0.54 0.91 0.61
N -1.34 0.36 -0.82
O 1.30 -1.44 -0.14
O 2.82 0.53 -0.11
S 1.26 0.19 -0.53
H -1.45 1.31 -1.15
H -1.96 0.23 -0.02
H 0.45 -1.77 0.14
H 2.89 0.83 0.80
*
```

=====

--- b ---
The following is a quantum chemistry calculation of the molecule H4N2O2S, from the Open Molecules 2025 dataset.

Output
- HOMO level (spin up / spin down): -8.01 / -8.01 eV

Structure (ORCA input):
```
! RIJCOSX wB97M-V def2-TZVPD def2/J DEFGRID3
* xyz 0 1
N 2.21 0.41 -0.55
N 1.07 0.81 -0.16
O -1.73 -1.32 0.16
O -1.03 0.82 0.76
S -0.29 -0.33 -0.07
H 2.09 -0.53 -0.81
H 1.09 1.79 0.17
H -1.53 -2.06 -0.34
H -1.88 0.43 0.84
*
```

=====

Most stable of them? b.

=====

--- a ---
The following is a quantum chemistry calculation of the molecule H4N2O2S, from the Open Molecules 2025 dataset.

Output
- HOMO level: -8.32 eV

Structure (ORCA input):
```
! RIJCOSX wB97M-V def2-TZVPD def2/J DEFGRID3
* xyz 0 1
N 0.41 0.11 0.25
N 0.27 1.16 -0.47
O -1.13 -2.15 0.02
O 1.10 -2.14 1.07
S 0.40 -1.87 -0.32
H 0.96 1.48 -1.22
H -0.59 1.47 -0.79
H -1.33 -1.31 0.40
H 1.19 -1.20 1.62
*
```

=====

--- b ---
The following is a quantum chemistry calculation of the molecule H4N2O2S, from the Open Molecules 2025 dataset.

Output
- HOMO level: -9.15 eV

Structure (ORCA input):
```
! RIJCOSX wB97M-V def2-TZVPD def2/J DEFGRID3
* xyz 0 1
N -1.77 0.03 -0.16
N 0.66 0.63 0.35
O 0.24 -1.64 -0.53
O 1.89 0.25 -0.17
S -0.43 -0.80 0.51
H -1.73 0.16 -1.16
H -1.83 0.96 0.26
H 0.92 1.06 1.28
H 2.05 -0.64 -0.37
*
```

=====

Most stable of them? b.

=====

--- a ---
The following is a quantum chemistry calculation of a cluster of 2 separate species, C2H3N2OP in total, from the Open Molecules 2025 dataset.

Output
- HOMO level: -7.92 eV

Structure (ORCA input):
```
! RIJCOSX wB97M-V def2-TZVPD def2/J DEFGRID3
* xyz 0 1
C -1.34 -0.77 -0.11
C -1.87 0.24 -0.49
N 0.11 1.34 1.67
N 1.02 0.99 1.10
O 1.52 -0.45 -0.86
P 2.28 0.54 0.25
H -1.48 -1.83 0.08
H -2.02 1.32 -0.66
H 1.80 -1.39 -0.98
*
```

=====

--- b ---
The following is a quantum chemistry calculation of a structure of composition C2H3N2OP, from the Open Molecules 2025 dataset.

Output
- HOMO level (spin up / spin down): -8.70 / -8.56 eV

Structure (ORCA input):
```
! RIJCOSX wB97M-V def2-TZVPD def2/J DEFGRID3
* xyz 0 1
C 0.52 -0.05 -0.08
C 1.80 0.42 0.17
N 0.55 -2.40 0.03
N 0.11 -1.33 -0.07
O -1.56 -0.97 0.08
P 3.37 -0.21 -0.04
H -0.24 0.60 -0.14
H 2.02 1.48 0.39
H -2.07 -1.87 -0.04
*
```

=====

--- c ---
The following is a quantum chemistry calculation of the molecule C2H3N2OP, from the Open Molecules 2025 dataset.

Output
- HOMO level: -9.67 eV

Structure (ORCA input):
```
! RIJCOSX wB97M-V def2-TZVPD def2/J DEFGRID3
* xyz 0 1
C 1.26 0.91 0.46
C -0.66 0.60 1.37
N 0.98 -0.17 -0.18
N -0.38 -0.42 0.31
O 0.41 1.35 1.31
P -1.27 -1.72 -0.74
H 2.28 1.39 0.35
H -2.23 -0.77 -1.36
H -0.38 -1.17 -1.50
*
```

=====

Most stable of them? a.